No. 1
ORCA calculation (ωB97M-V/def2-TZVPD) on a cluster of 3 separate species, C28H57Cl2F4N4O6S2Si in total.

Values from the calculation:
- net charge = +1
- E_tot (Ha) = -4177.0595

Geometry as XYZ:
```
104
Properties=species:S:1:pos:R:3:lowdin_charge:R:1
C -7.88 -2.20 -2.39 -0.11
O -8.02 -0.81 -2.18 -0.19
C -6.80 -0.14 -1.94 -0.23
C -5.88 -0.08 -3.16 -0.17
C -4.69 -1.05 -3.11 -0.20
C -3.61 -0.64 -2.10 -0.20
C -2.47 0.21 -2.69 -0.18
C -2.67 1.74 -2.61 -0.19
C -1.59 2.44 -1.78 -0.17
C -1.91 2.48 -0.29 -0.12
N -0.80 1.86 0.50 0.10
C -0.80 2.04 1.84 -0.26
N -1.47 1.14 2.69 0.07
C -1.12 -0.27 2.32 -0.08
C -1.12 -1.23 3.52 -0.23
O -1.54 -2.49 3.10 -0.20
Si -0.61 -3.60 2.27 0.40
C 1.11 -2.93 1.96 -0.15
C -0.58 -5.16 3.27 -0.15
C -1.42 -3.93 0.63 -0.15
C -2.77 1.46 3.19 -0.46
F -2.76 1.37 4.54 0.13
F -3.03 2.76 2.89 0.11
C -3.98 0.64 2.70 -0.27
F -3.93 0.59 1.34 0.08
F -3.93 -0.61 3.17 0.13
N -0.01 2.93 2.39 -0.10
N 0.84 3.76 1.63 0.14
C 0.15 3.10 3.84 -0.64
Cl 1.73 2.42 4.28 0.73
C 0.00 4.56 4.33 -0.69
C 1.27 5.38 4.43 -0.15
Cl -1.22 5.41 3.31 0.67
H -8.87 -2.63 -2.33 0.09
H -7.45 -2.43 -3.37 0.09
H -7.25 -2.66 -1.61 0.09
H -6.28 -0.62 -1.09 0.11
H -7.09 0.86 -1.62 0.12
H -5.50 0.94 -3.28 0.10
H -6.49 -0.28 -4.04 0.12
H -4.25 -1.13 -4.10 0.11
H -5.06 -2.05 -2.85 0.10
H -4.08 -0.06 -1.29 0.09
H -3.19 -1.53 -1.62 0.10
H -2.33 -0.08 -3.74 0.11
H -1.53 -0.05 -2.19 0.09
H -2.70 2.18 -3.61 0.11
H -3.65 1.95 -2.17 0.10
H -0.65 1.90 -1.91 0.08
H -1.44 3.46 -2.15 0.12
H -2.08 3.50 0.06 0.12
H -2.82 1.92 -0.07 0.10
H 0.12 2.02 0.11 0.08
H -0.12 -0.21 1.91 0.12
H -1.78 -0.65 1.54 0.13
H -0.11 -1.27 3.94 0.12
H -1.78 -0.87 4.32 0.11
H 1.57 -2.45 2.82 0.04
H 1.73 -3.79 1.71 0.04
H 1.16 -2.24 1.11 0.02
H -1.61 -5.42 3.51 0.04
H -0.05 -5.05 4.22 0.04
H -0.14 -5.99 2.72 0.04
H -0.75 -4.54 0.02 0.04
H -2.36 -4.47 0.73 0.04
H -1.62 -3.01 0.07 0.01
H -4.91 1.13 3.01 0.18
H 1.36 3.21 0.95 0.10
H 0.29 4.50 1.20 0.10
H -0.57 2.45 4.31 0.09
H -0.47 4.48 5.31 0.11
H 1.00 6.43 4.55 0.08
H 1.89 5.27 3.54 0.07
H 1.84 5.07 5.30 0.07
C 1.92 -0.62 -3.73 -0.20
C 3.32 -0.02 -3.88 -0.20
C 3.52 0.99 -2.76 -0.21
S 2.49 0.42 -1.40 0.68
O 1.44 1.40 -1.17 -0.37
O 3.26 0.01 -0.25 -0.31
C 1.78 -0.98 -2.25 -0.22
H 1.78 -1.50 -4.36 0.12
H 1.16 0.11 -4.00 0.12
H 4.07 -0.81 -3.78 0.10
H 3.45 0.45 -4.85 0.12
H 4.54 1.04 -2.39 0.09
H 3.16 1.99 -3.02 0.11
H 0.76 -1.10 -1.90 0.09
H 2.38 -1.84 -1.98 0.12
C 8.80 -1.64 0.04 -0.21
C 8.91 -0.29 -0.68 -0.21
C 8.23 -0.44 -2.04 -0.21
S 6.96 -1.70 -1.82 0.67
O 7.28 -2.84 -2.64 -0.31
O 5.64 -1.12 -1.92 -0.34
C 7.34 -2.07 -0.11 -0.22
H 9.07 -1.56 1.09 0.12
H 9.45 -2.37 -0.43 0.12
H 8.41 0.49 -0.10 0.12
H 9.95 0.02 -0.80 0.12
H 7.74 0.47 -2.40 0.10
H 8.90 -0.81 -2.81 0.11
H 7.16 -3.13 0.05 0.11
H 6.67 -1.47 0.50 0.11
```

No. 2
ORCA calculation (ωB97M-V/def2-TZVPD) on a structure of composition C28H58CoGeN4O3SSi at a distorted geometry.

Values from the calculation:
- net charge = +2
- spin multiplicity = 6
- E_tot (Ha) = -5693.3273

Geometry as XYZ:
```
97
Properties=species:S:1:pos:R:3:lowdin_charge:R:1
Co -0.10 -0.34 0.70 0.68
C -1.37 -0.87 -3.02 -0.04
C -1.45 -1.85 -1.86 -0.63
C -2.77 -1.72 -1.13 -0.02
C -1.28 -3.27 -2.38 -0.05
O -0.36 -1.54 -0.92 -0.34
Ge 0.68 -2.86 -0.23 1.02
O 2.24 -2.04 -0.38 -0.23
C 3.31 -2.60 -1.21 -0.66
C 4.48 -1.64 -1.06 -0.02
C 2.84 -2.67 -2.65 -0.03
C 3.67 -3.98 -0.68 -0.04
O 0.18 -2.18 1.41 -0.35
C 0.00 -3.12 2.53 -0.64
C -0.59 -2.35 3.70 -0.02
C 1.35 -3.71 2.88 -0.01
C -0.97 -4.21 2.10 -0.03
H -2.16 -1.08 -3.74 0.11
H -0.40 -0.95 -3.52 0.08
H -1.48 0.15 -2.66 0.05
H -3.60 -1.98 -1.78 0.11
H -2.90 -0.69 -0.79 0.05
H -2.79 -2.38 -0.25 0.09
H -2.03 -3.48 -3.14 0.11
H -1.41 -4.02 -1.58 0.08
H -0.30 -3.42 -2.84 0.08
H 4.19 -0.64 -1.38 0.08
H 5.31 -1.99 -1.67 0.10
H 4.81 -1.59 -0.02 0.09
H 2.43 -1.70 -2.96 0.07
H 2.06 -3.43 -2.78 0.07
H 3.66 -2.93 -3.31 0.10
H 3.92 -3.94 0.38 0.09
H 4.54 -4.38 -1.21 0.10
H 2.85 -4.69 -0.82 0.08
H -0.05 -1.42 3.89 0.06
H -0.53 -2.96 4.60 0.11
H -1.64 -2.11 3.53 0.08
H 2.02 -2.96 3.32 0.09
H 1.86 -4.12 2.00 0.07
H 1.24 -4.53 3.60 0.11
H -1.85 -3.77 1.63 0.09
H -1.30 -4.79 2.96 0.11
H -0.51 -4.91 1.39 0.08
N 3.42 0.58 2.74 0.10
C 3.75 1.26 1.58 -0.04
C 2.68 1.13 0.76 -0.14
N 1.69 0.41 1.41 -0.03
C 2.18 0.09 2.59 -0.17
H 3.99 0.49 3.56 0.17
H 4.70 1.74 1.45 0.13
H 2.55 1.52 -0.24 0.01
H 1.68 -0.48 3.35 0.12
C -0.72 2.86 -4.34 -0.01
N 0.69 2.71 -4.65 -0.12
C 1.30 3.21 -5.79 -0.04
C 2.60 2.87 -5.74 -0.05
N 2.76 2.17 -4.56 0.07
C 1.60 2.06 -3.88 -0.76
S 1.37 1.26 -2.41 0.65
H -1.05 3.84 -4.67 0.10
H -0.85 2.76 -3.27 0.04
H -1.30 2.09 -4.85 0.10
H 0.75 3.76 -6.54 0.13
H 3.41 3.08 -6.41 0.13
H 3.62 1.77 -4.22 0.15
C -2.78 2.09 -0.50 -0.21
Si -1.57 1.71 0.87 0.84
C -0.86 3.37 1.44 -0.67
C -0.08 3.79 0.17 -0.10
C 0.13 3.27 2.61 -0.09
C -1.89 4.45 1.78 -0.09
C -3.26 1.15 2.49 -0.46
C -2.47 1.28 3.76 -0.07
C -4.37 2.15 2.30 -0.05
C -3.58 -0.24 2.05 -0.09
H -3.19 3.09 -0.43 0.04
H -3.61 1.38 -0.56 0.03
H -2.24 2.00 -1.45 0.02
H 0.71 3.09 -0.09 0.03
H 0.39 4.76 0.37 0.10
H -0.73 3.91 -0.70 0.07
H 0.96 2.60 2.39 0.05
H -0.35 2.93 3.53 0.06
H 0.55 4.26 2.80 0.10
H -2.68 4.56 1.04 0.08
H -1.38 5.41 1.85 0.10
H -2.35 4.28 2.75 0.07
H -2.25 2.31 4.02 0.08
H -1.54 0.70 3.73 0.07
H -3.08 0.86 4.57 0.12
H -4.04 3.18 2.42 0.07
H -5.11 1.95 3.09 0.12
H -4.87 2.03 1.34 0.09
H -2.70 -0.88 1.96 0.04
H -4.13 -0.26 1.10 0.08
H -4.23 -0.69 2.81 0.12
```

No. 3
ORCA calculation (ωB97M-V/def2-TZVPD) on a structure of composition C28H58GeN4O4Sr.

Values from the calculation:
- net charge = +2
- energy above the lowest of the compared OMol25 structures with the same formula, charge and spin (kJ/mol) = 0.0

Geometry as XYZ:
```
96
Properties=species:S:1:pos:R:3:lowdin_charge:R:1
Sr 1.84 -1.95 0.75 1.65
C -1.46 2.87 1.05 -0.02
C -0.47 1.91 0.40 -0.33
C -1.03 1.40 -0.95 -0.08
C -0.13 1.61 -2.17 -0.49
C 0.10 3.08 -2.48 0.00
C -0.68 0.86 -3.38 0.01
N 1.18 0.97 -1.77 0.10
C 2.28 0.86 -2.76 -0.08
C 3.57 0.47 -2.05 -0.14
N 3.47 -0.74 -1.22 -0.17
C 3.13 -1.88 -2.10 -0.11
C 1.61 -1.99 -2.38 -0.66
O 1.22 -2.29 -3.48 0.11
O 0.86 -1.70 -1.35 -0.31
C 4.74 -0.97 -0.47 -0.36
C 5.98 -1.09 -1.36 -0.02
C 4.99 0.07 0.64 -0.09
C 4.46 -0.15 2.07 -0.56
C 5.12 0.90 2.97 -0.03
C 4.84 -1.53 2.59 -0.02
N 2.96 -0.07 2.14 -0.11
C 2.34 1.25 1.95 -0.17
C 0.86 1.21 2.33 -0.15
N -0.05 0.75 1.26 -0.10
C -1.25 0.13 1.81 -0.11
C -1.08 -1.31 2.26 -0.55
O 0.05 -1.81 2.31 -0.14
O -2.12 -1.95 2.61 -0.09
H -1.55 3.76 0.43 0.10
H -1.14 3.21 2.04 0.09
H -2.45 2.43 1.14 0.08
H 0.45 2.48 0.23 0.12
H -1.97 1.90 -1.17 0.14
H -1.24 0.33 -0.88 0.11
H -0.86 3.55 -2.68 0.11
H 0.72 3.22 -3.37 0.09
H 0.56 3.62 -1.65 0.09
H -1.70 1.21 -3.57 0.11
H -0.71 -0.22 -3.20 0.08
H -0.10 1.05 -4.28 0.10
H 0.96 -0.01 -1.46 0.10
H 1.53 1.46 -0.95 0.13
H 2.43 1.83 -3.24 0.14
H 1.98 0.14 -3.52 0.13
H 3.88 1.31 -1.43 0.12
H 4.34 0.36 -2.83 0.14
H 3.45 -2.82 -1.62 0.13
H 3.65 -1.86 -3.06 0.14
H 4.62 -1.96 0.00 0.11
H 6.29 -0.11 -1.74 0.09
H 5.82 -1.75 -2.21 0.09
H 6.81 -1.49 -0.79 0.10
H 4.69 1.07 0.30 0.11
H 6.08 0.15 0.75 0.13
H 6.18 0.69 3.08 0.10
H 4.67 0.88 3.97 0.10
H 5.02 1.91 2.57 0.09
H 5.91 -1.72 2.49 0.11
H 4.33 -2.36 2.08 0.06
H 4.59 -1.62 3.65 0.10
H 2.74 -0.35 3.10 0.12
H 2.47 1.55 0.91 0.10
H 2.83 2.01 2.56 0.12
H 0.56 2.21 2.69 0.13
H 0.74 0.55 3.19 0.13
H -2.03 0.12 1.05 0.09
H -1.67 0.68 2.66 0.15
C -6.37 2.06 0.71 -0.11
C -6.79 1.19 1.89 -0.26
C -6.15 -0.20 1.89 -0.29
C -4.62 -0.16 2.02 -0.31
Ge -3.93 -1.97 2.02 1.03
C -3.75 -2.79 0.27 -0.27
C -2.79 -2.05 -0.66 -0.29
C -2.65 -2.69 -2.04 -0.25
C -3.91 -2.54 -2.89 -0.09
H -6.92 3.00 0.71 0.08
H -6.57 1.56 -0.24 0.08
H -5.31 2.31 0.75 0.05
H -7.88 1.07 1.88 0.11
H -6.55 1.69 2.83 0.11
H -6.43 -0.72 0.97 0.11
H -6.57 -0.79 2.71 0.11
H -4.33 0.36 2.94 0.08
H -4.20 0.40 1.18 0.04
H -4.50 -2.84 3.13 0.01
H -4.76 -2.81 -0.16 0.07
H -3.45 -3.83 0.40 0.09
H -1.79 -2.03 -0.20 0.08
H -3.11 -1.01 -0.78 0.10
H -2.40 -3.75 -1.92 0.12
H -1.80 -2.24 -2.55 0.08
H -4.76 -3.06 -2.45 0.07
H -3.76 -2.96 -3.89 0.08
H -4.18 -1.49 -3.01 0.08
```

No. 4
ORCA calculation (ωB97M-V/def2-TZVPD) on a structure of composition C28H60NO14S7 at a distorted geometry.

Values from the calculation:
- net charge = +1
- energy above the lowest of the compared OMol25 structures with the same formula, charge and spin (kJ/mol) = 466.1

Geometry as XYZ:
```
110
Properties=species:S:1:pos:R:3:lowdin_charge:R:1
N 27.89 7.90 12.68 0.38
H 28.85 7.96 12.60 0.08
H 27.68 7.06 12.80 -0.02
H 27.61 8.33 11.97 -0.01
H 27.38 8.32 13.64 0.23
C 28.94 11.67 7.12 -0.20
C 29.97 11.84 8.18 -0.18
C 29.38 12.00 9.59 -0.24
S 27.86 11.26 9.60 0.64
O 26.82 12.07 10.26 -0.33
O 27.98 9.87 9.97 -0.31
C 27.60 11.26 7.86 -0.21
H 28.93 10.82 6.63 0.04
H 28.68 12.40 6.49 0.08
H 30.67 12.68 7.71 0.17
H 30.41 10.86 8.12 0.09
H 29.22 13.04 9.98 0.13
H 29.90 11.58 10.45 0.09
H 26.85 12.05 7.47 0.13
H 27.10 10.28 7.40 0.15
C 29.44 7.34 6.87 -0.17
C 30.40 8.04 7.70 -0.23
C 30.60 7.34 9.04 -0.19
S 29.25 6.25 9.26 0.62
O 28.61 6.61 10.45 -0.28
O 29.75 4.92 9.03 -0.29
C 28.39 6.62 7.80 -0.19
H 30.06 6.52 6.32 0.16
H 29.07 7.97 6.14 0.09
H 30.04 8.90 7.95 0.02
H 31.17 8.31 7.04 0.12
H 30.49 8.09 9.85 0.10
H 31.57 6.83 9.34 0.12
H 27.50 7.20 8.06 0.11
H 28.03 5.74 7.52 0.05
C 32.18 11.97 13.28 -0.24
C 32.60 12.06 14.73 -0.26
C 31.76 11.25 15.51 -0.23
S 31.33 9.82 14.45 0.72
O 29.91 9.71 14.17 -0.33
O 32.11 8.70 14.90 -0.31
C 32.03 10.54 12.98 -0.27
H 32.98 12.43 12.55 0.16
H 31.30 12.48 12.89 0.10
H 32.69 13.12 15.10 0.16
H 33.53 11.51 14.49 0.14
H 31.02 11.99 15.70 0.11
H 32.16 10.68 16.35 0.12
H 31.45 10.22 12.04 0.13
H 32.85 9.90 12.81 0.07
C 22.75 5.57 16.04 -0.23
C 21.88 6.92 15.86 -0.14
C 22.92 7.71 14.99 -0.25
S 24.64 7.32 15.38 0.74
O 25.10 8.34 16.43 -0.38
O 25.48 7.09 14.20 -0.35
C 24.21 5.81 16.25 -0.27
H 22.63 5.08 15.14 0.07
H 22.50 5.04 16.96 0.12
H 21.62 7.08 16.97 0.14
H 20.92 6.85 15.23 0.14
H 22.83 8.74 15.27 0.08
H 22.76 7.59 13.84 0.14
H 24.47 6.02 17.46 0.17
H 25.14 5.22 16.24 0.11
C 25.03 12.22 14.44 -0.20
C 26.05 12.49 15.57 -0.16
C 27.31 11.86 15.10 -0.21
S 27.20 11.82 13.30 0.62
O 26.94 10.52 12.93 -0.30
O 28.45 12.40 12.72 -0.37
C 25.70 12.80 13.16 -0.21
H 24.22 12.64 14.43 0.02
H 24.76 11.32 14.16 0.07
H 25.63 12.00 16.44 0.13
H 26.29 13.53 15.62 0.12
H 27.61 10.74 15.14 0.13
H 28.08 12.33 15.52 0.05
H 25.05 12.65 12.15 0.14
H 26.05 14.08 12.95 0.21
C 23.93 4.18 9.58 -0.14
C 23.60 3.48 11.00 -0.13
C 24.00 4.65 11.97 -0.23
S 25.52 5.41 11.38 0.56
O 26.63 4.86 12.00 -0.27
O 25.29 6.82 11.40 -0.32
C 25.34 4.81 9.77 -0.26
H 23.21 5.00 9.30 0.14
H 24.05 3.36 8.87 0.10
H 24.32 2.70 11.26 0.13
H 22.67 3.29 11.03 0.03
H 23.82 4.48 12.97 0.05
H 23.14 5.49 12.09 0.15
H 26.31 4.35 9.57 0.10
H 25.53 5.77 9.15 0.12
C 34.08 4.86 13.27 -0.13
C 33.16 4.06 12.26 -0.18
C 32.29 5.06 11.54 -0.24
S 31.96 6.43 12.64 0.67
O 30.62 6.25 13.14 -0.30
O 32.23 7.65 11.91 -0.32
C 33.08 5.97 13.91 -0.19
H 35.13 5.21 12.77 0.16
H 34.48 4.40 14.19 0.10
H 32.38 3.78 12.85 0.08
H 33.44 3.43 11.55 0.08
H 31.38 4.66 11.33 0.07
H 32.92 5.24 10.71 0.11
H 32.52 5.73 14.62 0.01
H 33.69 6.91 14.14 0.13
```